(1)
Density functional theory data (ωB97M-V/def2-TZVPD) for one molecule with the formula C3H6Cl2O2 in a non-equilibrium geometry.

Last column: Löwdin spin population.
CARTESIAN COORDINATES (ANGSTROEM)
H (-1.7851, -0.5150, -1.2693)  0.00
Cl (0.3093, 1.9741, -0.9943)  0.79
H (2.0545, -0.7574, 0.7310)  0.01
C (-1.5972, -0.4301, -0.1461)  0.20
H (0.8425, -0.2610, -1.4752)  0.00
O (-1.9948, -1.4753, 0.5760)  0.03
C (0.7427, 0.2557, -0.5190)  0.24
C (1.9472, 0.2162, 0.3187)  0.04
H (1.7925, 0.9567, 1.1453)  0.01
H (-2.1405, -1.2286, 1.5224)  0.01
O (-0.2585, -0.2307, 0.3655)  0.01
H (2.7869, 0.4185, -0.3543)  0.00
Cl (-2.6994, 1.0769, 0.0992)  0.65

Cartesian forces (eV/Å) of the 2 atoms listed first:
H 1.046 -0.567 1.527
Cl -1.896 3.825 -0.767

Computed properties:
2S+1: 3
E_HOMO (alpha / beta), eV: -3.60 / -10.46
Relative energy (zero: lowest compared OMol25 entry of this formula, charge and spin), kJ/mol: 288.8
Largest force on an atom, eV Å⁻¹: 5.095



(2)
Density functional theory data (ωB97M-V/def2-TZVPD) for a 2-piece molecular cluster, C3H6Cl2OS overall in a non-equilibrium geometry.

Last column: natural (NBO) charge in e.
CARTESIAN COORDINATES (ANGSTROEM)
C (1.0325, -0.5765, -0.4825)  -0.60
O (-1.4224, -1.3022, -1.2580)  -0.80
H (-3.1553, -0.5292, -0.1294)  0.23
H (0.5887, 1.4721, -0.9813)  0.22
C (-3.2585, -1.6621, -0.2737)  -0.21
C (0.2970, 0.6368, -0.1842)  -0.64
H (0.5329, 1.0773, 0.8655)  0.22
H (-0.7871, 0.3561, -0.1603)  0.25
H (1.0137, -1.2183, 0.4773)  0.22
Cl (-4.0744, -2.2644, -1.6985)  0.03
Cl (-3.4150, -2.6107, 1.1002)  0.07
H (2.0354, -0.5290, -0.9737)  0.24
S (0.0531, -1.7660, -1.4496)  0.78

Cartesian forces (eV/Å) of the 2 atoms listed first:
C 0.756 -3.294 1.656
O 1.441 -0.241 -0.904

Computed properties:
E_HOMO (alpha / beta), eV: -8.58 / -7.52
Relative energy (zero: lowest compared OMol25 entry of this formula, charge and spin), kJ/mol: 252.5
Largest force on an atom, eV Å⁻¹: 3.902



(3)
Density functional theory data (ωB97M-V/def2-TZVPD) for one molecule with the formula C3H6Cl2S in a non-equilibrium geometry.

Last column: natural (NBO) charge in e.
CARTESIAN COORDINATES (ANGSTROEM)
C (-1.0328, 0.2578, 0.2288)  -0.36
Cl (1.5240, 0.9273, 1.0485)  -0.01
C (-0.1547, 1.2543, 1.0041)  -0.43
H (-0.3772, -1.9604, 0.0156)  0.15
Cl (0.6435, -0.3892, -1.9384)  -0.08
S (-1.1216, -1.3997, 1.0207)  -0.04
H (-2.1120, 0.5779, 0.2853)  0.24
C (-0.9517, 0.2216, -1.3451)  -0.37
H (-1.7259, -0.4542, -1.7266)  0.23
H (-1.0476, 1.1834, -1.8292)  0.22
H (-0.4780, 1.2089, 2.0722)  0.23
H (-0.3265, 2.2884, 0.6532)  0.22

Cartesian forces (eV/Å) of the 2 atoms listed first:
C -1.667 0.424 -1.130
Cl 1.631 -0.334 -0.175

Computed properties:
E_HOMO, eV: -9.47
SMILES: SC(CCl)CCl
Relative energy (zero: lowest compared OMol25 entry of this formula, charge and spin), kJ/mol: 11.4
Largest force on an atom, eV Å⁻¹: 2.364



(4)
Density functional theory data (ωB97M-V/def2-TZVPD) for one molecule with the formula C3H6Cl3NO2Si in a non-equilibrium geometry.

Last column: Löwdin spin population.
CARTESIAN COORDINATES (ANGSTROEM)
C (-2.1065, -0.4754, 0.1040)  0.00
N (0.2929, 1.6887, -0.0694)  0.46
H (-2.1194, -0.6227, 1.2591)  0.00
C (-0.7222, -0.4954, -0.4729)  0.02
O (0.1485, 1.9978, -1.2146)  0.61
H (-0.4384, -1.5411, -0.1493)  0.00
Cl (3.5262, 0.5580, 1.0112)  0.00
H (-2.6061, 0.4967, -0.0811)  0.00
Cl (2.2937, -0.3233, -2.0512)  0.00
H (-2.7081, -1.4473, -0.2771)  0.00
C (0.2911, 0.2789, 0.3685)  0.04
H (-0.4211, -0.4616, -1.4977)  0.00
O (0.4622, 2.5721, 0.7542)  0.81
H (0.0726, 0.3406, 1.5323)  0.01
Cl (1.9617, -2.2012, 0.8228)  0.01
Si (2.0729, -0.3646, -0.0388)  0.02

Cartesian forces (eV/Å) of the 2 atoms listed first:
C -2.416 -1.142 0.477
N -0.787 -7.870 2.950

Computed properties:
2S+1: 3
E_HOMO (alpha / beta), eV: -7.26 / -10.63
Largest force on an atom, eV Å⁻¹: 8.441



(5)
Density functional theory data (ωB97M-V/def2-TZVPD) for one molecule with the formula C3H6ClFO in a non-equilibrium geometry.

Last column: natural (NBO) charge in e.
CARTESIAN COORDINATES (ANGSTROEM)
H (-1.9445, 1.1295, 0.6494)  0.20
H (0.1243, -1.3401, -1.3098)  0.47
O (0.9239, -1.5229, -0.8052)  -0.71
Cl (-2.1408, -1.1442, -0.0893)  -0.08
C (0.1264, 0.3318, 0.6758)  -0.48
H (0.4113, 1.4011, 0.7055)  0.23
H (1.5477, 0.4718, -0.8481)  0.16
F (-1.1932, 1.0582, -1.2225)  -0.37
C (-1.2864, 0.4612, 0.0629)  0.22
C (1.2511, -0.2994, -0.1055)  -0.06
H (2.0557, -0.4537, 0.6204)  0.19
H (0.1245, -0.0931, 1.6664)  0.23

Cartesian forces (eV/Å) of the 2 atoms listed first:
H 0.370 -0.574 -0.264
H 0.031 -0.113 -0.052

Computed properties:
E_HOMO, eV: -10.39
SMILES: OCC[C@@H](F)Cl
Relative energy (zero: lowest compared OMol25 entry of this formula, charge and spin), kJ/mol: 60.5
Largest force on an atom, eV Å⁻¹: 1.735



(6)
Density functional theory data (ωB97M-V/def2-TZVPD) for one molecule with the formula C3H6ClFO2 in a non-equilibrium geometry.

Last column: natural (NBO) charge in e.
CARTESIAN COORDINATES (ANGSTROEM)
O (1.4094, 1.0239, -1.7163)  -0.68
H (-0.5432, 0.4519, -1.7141)  0.20
H (-1.8475, 0.3266, 0.3150)  0.19
Cl (1.6152, -0.6736, 0.9940)  -0.08
F (0.2481, 1.4701, 0.8155)  -0.34
H (0.5827, -0.8575, -1.5872)  0.19
H (2.1564, 0.7717, -1.1867)  0.47
C (-1.1133, -0.4075, 0.6352)  -0.10
C (0.2402, 0.2168, 0.2592)  0.32
O (-1.3307, -0.6852, 1.9756)  -0.69
H (-1.2999, -1.2943, 0.0206)  0.18
C (0.3894, 0.1744, -1.2493)  -0.12
H (-0.5067, -0.5174, 2.4384)  0.48

Cartesian forces (eV/Å) of the 2 atoms listed first:
O -0.714 0.026 -0.090
H -0.348 0.464 -0.105

Computed properties:
E_HOMO, eV: -10.88
SMILES: OCC(F)(Cl)CO
Relative energy (zero: lowest compared OMol25 entry of this formula, charge and spin), kJ/mol: 6.7
Largest force on an atom, eV Å⁻¹: 1.489



(7)
Density functional theory data (ωB97M-V/def2-TZVPD) for a 2-piece molecular cluster, C3H6ClN overall in a non-equilibrium geometry.

Last column: natural (NBO) charge in e.
CARTESIAN COORDINATES (ANGSTROEM)
N (1.4148, -1.5560, 0.2974)  -1.07
H (-0.2733, 1.3007, -1.0783)  0.18
C (-1.1361, 1.4936, -0.3124)  -0.44
H (-1.6850, 2.4456, -0.5685)  0.19
H (-0.7290, 1.1283, 2.0295)  0.21
C (-1.0552, 0.8785, 1.1089)  -0.20
H (1.7537, -0.8816, 1.0435)  0.36
Cl (-2.7496, -1.0661, -0.2366)  0.08
H (1.6725, -2.4474, 0.5894)  0.35
H (1.9142, -1.3580, -0.5955)  0.36
C (-1.8012, 0.2267, 0.2822)  -0.03

Cartesian forces (eV/Å) of the 2 atoms listed first:
N 0.414 3.045 -0.261
H -1.367 0.367 1.628

Computed properties:
E_HOMO, eV: -9.15
SMILES: ClC1=CC1.N
Relative energy (zero: lowest compared OMol25 entry of this formula, charge and spin), kJ/mol: 239.1
Largest force on an atom, eV Å⁻¹: 3.703



(8)
Density functional theory data (ωB97M-V/def2-TZVPD) for an isolated ion of composition C3H6ClN2O and charge +1 in a non-equilibrium geometry.

Last column: natural (NBO) charge in e.
CARTESIAN COORDINATES (ANGSTROEM)
H (-2.0228, 0.8016, -2.0950)  0.28
C (1.1148, -1.0363, -0.1004)  0.07
H (-1.9339, 1.6973, -0.5938)  0.28
H (2.1242, -0.6147, 1.6919)  0.45
Cl (-2.9767, -0.4513, -0.3215)  0.00
N (-0.4626, 0.3670, -0.9165)  0.06
H (0.9087, 1.5425, 2.1458)  0.22
H (1.8424, -0.7310, -0.8678)  0.23
C (-1.7928, 0.6958, -1.0216)  -0.32
H (1.2275, -2.0918, 0.1577)  0.24
N (1.3866, -0.1945, 1.1156)  -0.53
O (-0.1965, -0.8667, -0.5041)  -0.25
C (0.7810, 0.8823, 1.3097)  0.27

Cartesian forces (eV/Å) of the 2 atoms listed first:
H 0.115 -0.108 0.104
C 0.598 -0.179 -0.860

Computed properties:
E_HOMO (alpha / beta), eV: -13.80 / -14.86
Relative energy (zero: lowest compared OMol25 entry of this formula, charge and spin), kJ/mol: 662.1
Largest force on an atom, eV Å⁻¹: 3.652
Charge: +1



(9)
Density functional theory data (ωB97M-V/def2-TZVPD) for one molecule with the formula C3H6ClN3 in a non-equilibrium geometry.

Last column: natural (NBO) charge in e.
CARTESIAN COORDINATES (ANGSTROEM)
C (0.1102, 0.2725, 0.2668)  -0.20
H (-2.8471, 1.3876, 1.4399)  0.40
Cl (1.8318, 0.5102, 0.3853)  -0.02
C (-0.6991, 0.8164, 1.1700)  0.03
H (-1.3453, -2.3187, -0.1763)  0.40
H (-0.0635, 1.3714, 1.9046)  0.21
H (1.0839, 0.2439, -2.1182)  0.34
C (-0.1613, -0.5888, -0.8631)  0.37
N (-1.2274, -1.4379, -0.7253)  -0.87
N (-1.9208, 0.5390, 1.3773)  -0.80
H (-1.5570, -1.7929, -1.6841)  0.40
N (0.3497, -0.5628, -2.0947)  -0.67
H (-2.3218, -0.3325, 0.7418)  0.42

Cartesian forces (eV/Å) of the 2 atoms listed first:
C 1.667 -0.674 -0.859
H 4.271 -3.204 -0.092

Computed properties:
E_HOMO, eV: -8.20
SMILES: [H]/N=C(N)\C(Cl)=C/N
Relative energy (zero: lowest compared OMol25 entry of this formula, charge and spin), kJ/mol: 230.4
Largest force on an atom, eV Å⁻¹: 10.922



(10)
Density functional theory data (ωB97M-V/def2-TZVPD) for one molecule with the formula C3H6ClN3 in a non-equilibrium geometry.

Last column: Löwdin spin population.
CARTESIAN COORDINATES (ANGSTROEM)
C (-1.3471, 0.0166, -0.0417)  0.03
N (-2.1675, -1.0851, 0.0296)  -0.01
C (2.3638, 0.3270, -0.2169)  0.22
H (-0.8504, 1.8854, -0.4343)  0.01
H (-1.7025, -1.6256, 0.7663)  0.00
H (1.0016, 1.4217, 0.5940)  0.01
Cl (0.4880, -1.9896, -0.2568)  0.83
H (3.1285, 1.1850, -0.0848)  0.01
N (0.1233, -0.3864, 0.3039)  0.74
C (1.1381, 0.5112, 0.1842)  0.05
H (-3.0766, -0.7835, 0.1812)  0.00
N (-1.6209, 1.1948, -0.4307)  0.11
H (2.5217, -0.6716, -0.5941)  0.02

Cartesian forces (eV/Å) of the 2 atoms listed first:
C 2.722 1.677 0.390
N 2.991 0.429 0.581

Computed properties:
2S+1: 3
E_HOMO (alpha / beta), eV: -5.40 / -9.92
Relative energy (zero: lowest compared OMol25 entry of this formula, charge and spin), kJ/mol: 4.2
Largest force on an atom, eV Å⁻¹: 7.837